No. 1
Formula: C18H22Br4N2NdO2Si2
Source: OMol25
Level of theory: ωB97M-V/def2-TZVPD

The geometry in XYZ format:
```
51
Properties=species:S:1:pos:R:3:forces:R:3
Nd 0.635 0.381 -0.010 -0.07 -0.57 0.26
Br 3.256 6.928 -1.561 -0.24 -0.21 -0.05
C 3.120 5.092 -1.096 0.65 -0.11 0.32
C 4.186 4.461 -0.439 0.92 0.99 0.06
Br 5.819 5.489 -0.111 -0.74 -0.67 -0.10
C 4.122 3.144 0.016 -0.14 -0.30 -0.16
Br 5.572 2.175 0.802 -0.31 0.50 -0.07
C 2.952 2.401 -0.175 0.76 1.53 -0.27
O 2.733 1.234 0.327 -0.16 -0.98 0.34
C 1.950 2.980 -0.999 -0.68 1.06 -0.53
O 0.937 2.216 -1.317 -0.60 -0.62 -0.33
C 1.986 4.339 -1.387 0.00 -0.49 0.27
Br 0.420 5.106 -2.204 0.71 -0.45 0.26
C -1.297 2.878 0.866 0.89 -1.48 0.34
Si -2.568 1.565 0.344 0.41 -0.15 0.85
C -3.157 2.087 -1.325 0.12 0.37 0.03
C -4.028 1.611 1.548 0.64 1.54 0.38
N -1.655 0.115 0.336 -0.64 0.11 0.24
C -2.155 -1.186 0.342 0.95 -1.41 -1.09
C -3.492 -1.640 0.340 -0.63 1.87 1.05
C -3.946 -2.936 0.475 0.92 -1.73 -1.33
C -2.959 -3.918 0.297 -0.22 0.10 0.34
C -1.627 -3.532 0.138 -0.02 -1.87 -0.34
C -1.162 -2.225 0.169 -0.14 -0.62 0.69
N 0.212 -1.979 0.139 0.08 1.75 -0.37
Si 1.610 -2.922 -0.018 -0.04 -0.49 -0.12
C 3.192 -1.867 0.035 0.43 -0.99 1.30
C 1.821 -4.131 1.406 0.21 0.41 0.21
C 1.594 -4.048 -1.532 0.11 0.98 -0.12
H -1.781 3.730 1.281 -0.28 1.01 0.06
H -0.526 3.125 0.122 -0.58 0.31 0.03
H -0.734 2.448 1.726 -0.23 0.14 -0.11
H -3.905 2.853 -1.200 -0.12 0.78 0.05
H -3.681 1.348 -1.903 0.21 -0.65 -0.41
H -2.262 2.501 -1.816 -0.50 -0.18 -0.27
H -4.232 2.700 1.797 -0.05 -1.15 -0.45
H -3.925 1.104 2.508 0.16 -0.21 -0.18
H -4.833 1.184 0.984 -0.87 -0.10 -0.04
H -4.286 -0.904 0.401 0.14 0.41 -0.08
H -5.006 -3.245 0.436 0.62 0.59 0.32
H -3.174 -4.991 0.289 -0.14 0.39 0.00
H -0.940 -4.395 -0.066 -0.32 1.12 0.32
H 3.243 -1.236 0.948 -0.10 0.05 -0.68
H 3.606 -1.363 -0.820 -0.17 0.53 -0.37
H 3.963 -2.645 0.284 -0.58 0.35 -0.29
H 2.608 -4.866 1.290 0.21 -0.24 -0.35
H 0.876 -4.647 1.468 -0.38 -0.34 0.33
H 2.037 -3.645 2.362 -0.27 0.13 -0.01
H 1.277 -3.603 -2.477 -0.51 0.05 0.20
H 1.017 -4.913 -1.267 -0.46 -0.52 -0.18
H 2.587 -4.362 -1.755 1.06 -0.53 0.07
```
Positions in Å, forces in eV/Å.

Values from the calculation:
Orbital gap (spin up / spin down) ... 6.37 / 6.40 eV
Net charge ... -1
E ... -12395.8130 a.u.
HOMO energy (spin up / spin down) ... -4.261 / -4.271 eV
LUMO level (spin up / spin down) ... 2.107 / 2.130 eV
Multiplicity ... 4

=====

No. 2
Formula: C18H22Br4N2S
Source: OMol25
Level of theory: ωB97M-V/def2-TZVPD

The geometry in XYZ format:
```
47
Properties=species:S:1:pos:R:3:forces:R:3
C 3.759 -0.013 1.172 0.07 0.21 0.48
C 4.106 -0.276 -0.385 1.18 0.14 0.89
N 2.944 -0.084 -1.307 -0.78 -2.06 0.43
C 2.292 -1.384 -1.557 -1.00 -3.11 -1.29
C 2.968 -2.285 -2.657 -2.40 -1.39 1.37
C 2.450 -3.699 -3.028 -2.02 2.62 3.37
C 1.180 -4.210 -2.264 1.92 3.19 0.49
C 0.517 -3.310 -1.165 1.91 1.00 -1.24
C 1.022 -1.903 -0.771 2.96 -1.41 -3.39
N 0.501 -1.006 0.265 -2.01 -1.66 -1.09
C -0.862 -1.293 0.725 -4.08 0.29 2.83
C -1.583 -0.122 1.501 -2.26 -3.05 0.35
C -3.022 -0.305 2.088 1.32 -2.82 -1.42
C -3.823 -1.641 1.958 4.33 -0.11 -2.13
C -3.117 -2.806 1.169 1.30 3.58 0.77
C -1.666 -2.603 0.590 -0.99 2.15 1.19
S -0.937 -4.047 -0.290 0.66 1.56 0.02
H 2.648 -0.170 1.398 1.51 0.06 -0.51
H 4.004 1.064 1.510 -0.31 -1.64 -0.70
H 4.331 -0.721 1.879 -0.76 1.08 -1.23
H 4.961 0.419 -0.733 -1.34 -0.97 0.67
H 4.520 -1.351 -0.494 -0.92 1.78 0.03
H 2.265 0.605 -0.947 0.68 -0.52 -0.14
H 3.913 -1.911 -3.202 -1.81 -0.42 1.12
H 3.005 -4.313 -3.816 -1.09 0.93 1.35
H 0.782 -5.262 -2.499 0.47 1.95 0.58
H 0.485 -0.016 -0.044 0.29 -0.96 0.15
H -1.063 0.892 1.680 -1.03 -2.24 -0.45
H -3.529 0.531 2.677 1.03 -1.17 -1.04
H -4.865 -1.813 2.399 1.82 0.45 -0.75
H -3.679 -3.801 1.020 1.24 1.76 0.17
Br -4.532 2.327 -0.693 0.14 0.03 0.02
C -3.367 2.386 -2.255 -0.31 0.09 -0.07
C -3.070 0.999 -2.770 0.44 -0.01 -0.22
Br -1.755 0.098 -1.649 -0.53 0.26 -0.66
H -2.474 2.939 -1.966 -0.07 -0.18 -0.05
H -3.921 2.962 -3.000 0.08 -0.11 0.06
H -2.616 1.048 -3.761 -0.11 0.09 0.08
H -3.949 0.355 -2.809 0.10 0.15 0.09
Br 0.469 2.632 1.205 0.36 0.44 -0.03
C -0.376 4.077 2.205 0.01 0.17 -0.28
C 0.560 4.645 3.242 -0.07 0.01 0.31
Br 0.699 3.468 4.789 0.07 0.03 -0.12
H -1.297 3.675 2.628 0.17 0.04 0.02
H -0.625 4.832 1.457 0.06 -0.07 0.11
H 0.172 5.586 3.635 -0.01 -0.11 -0.12
H 1.573 4.802 2.870 -0.19 -0.07 -0.03
```
Positions in Å, forces in eV/Å.

Values from the calculation:
SMILES ... CCNc1cccc2c1Nc1ccccc1S2.BrCCBr.BrCCBr
Orbital gap ... 7.37 eV
Net charge ... 0
E ... -11502.5324 a.u.
HOMO energy ... -7.097 eV
LUMO level ... 0.269 eV

=====

No. 3
Formula: C18H22BrFN4O
Source: OMol25
Level of theory: ωB97M-V/def2-TZVPD

The geometry in XYZ format:
```
47
Properties=species:S:1:pos:R:3:forces:R:3
C -0.629 2.276 -3.090 -0.05 -0.57 -0.03
C -0.520 1.536 -1.669 0.68 1.19 -1.54
C 0.914 0.907 -1.616 -0.55 -0.64 -1.19
F 1.948 1.882 -1.704 -1.33 -0.79 0.63
C 1.194 -0.146 -0.472 2.78 -0.09 0.10
C 2.768 -0.120 -0.282 -2.62 0.47 -0.20
N 3.900 -0.056 -0.132 0.45 0.08 0.16
C 0.912 -1.669 -0.968 -0.11 1.14 -0.57
Br 2.439 -2.135 -2.193 -0.77 -0.27 0.19
C -0.379 -1.839 -1.844 0.03 -1.61 -0.04
C -0.610 -3.418 -2.038 -0.20 0.36 0.34
C 0.588 0.129 0.979 -0.56 -2.14 1.34
C 1.564 -0.642 1.979 -1.67 1.11 -1.21
N 2.209 -1.169 2.764 0.29 -0.11 0.28
C -0.801 -0.645 1.152 -2.05 -0.50 -0.04
C -2.091 -0.048 0.814 -0.58 0.27 0.14
C -3.399 -0.702 0.954 3.31 -2.43 1.25
C -3.288 -2.094 1.482 1.48 2.68 -0.97
C -1.932 -2.559 1.753 -1.63 -0.85 0.17
N -0.744 -1.918 1.635 -1.67 1.25 -0.85
N 0.338 1.500 1.376 1.31 -0.38 0.50
C -0.215 1.672 2.748 -0.63 0.97 0.66
C 1.452 2.443 1.273 1.01 1.72 -1.23
C 2.853 2.345 1.964 -0.02 -0.14 0.01
O 1.239 3.455 0.638 -0.16 -0.89 0.63
H -1.011 1.553 -3.871 0.31 0.77 0.82
H 0.381 2.607 -3.445 -0.96 -0.05 0.47
H -1.331 3.152 -3.039 0.74 -0.85 -0.08
H -0.677 2.325 -0.894 0.16 -1.07 -0.32
H -1.297 0.733 -1.689 0.76 0.69 0.51
H 1.025 0.343 -2.591 -0.02 0.42 1.14
H 1.005 -2.404 -0.125 -0.29 0.92 -0.78
H -1.313 -1.422 -1.390 1.03 -0.17 -0.14
H -0.251 -1.396 -2.871 0.03 -0.19 1.22
H -1.562 -3.714 -1.511 0.86 0.23 -0.84
H 0.201 -4.029 -1.553 -0.66 0.71 -0.63
H -0.640 -3.654 -3.134 -0.13 -0.01 1.13
H -2.093 1.013 0.455 0.11 -1.17 0.39
H -4.367 -0.214 0.713 1.01 -0.36 0.18
H -4.199 -2.720 1.652 1.20 0.53 -0.13
H -1.866 -3.622 2.121 0.11 1.23 -0.33
H 0.408 2.442 3.292 -0.64 -0.90 -0.46
H -0.244 0.753 3.384 0.11 0.59 -0.72
H -1.246 2.123 2.665 0.99 -0.67 0.18
H 3.534 3.080 1.451 -0.96 -0.73 0.43
H 3.346 1.345 1.913 -0.65 0.77 0.26
H 2.732 2.686 3.026 0.16 -0.50 -0.82
```
Positions in Å, forces in eV/Å.

Values from the calculation:
SMILES ... CC[C@@H](F)[C@](C#N)([C@H](Br)CC)[C@](C#N)(c1ccccn1)N(C)C(C)=O
Orbital gap ... 9.81 eV
Net charge ... 0
E ... -3667.0955 a.u.
HOMO energy ... -10.037 eV
LUMO level ... -0.230 eV

=====

No. 4
Formula: C18H22BrNO3
Source: OMol25
Level of theory: ωB97M-V/def2-TZVPD

The geometry in XYZ format:
```
45
Properties=species:S:1:pos:R:3:forces:R:3
C 4.062 2.577 1.573 -0.03 0.10 0.18
H 5.092 2.720 1.896 -0.09 0.02 0.02
O 4.139 1.886 0.351 -0.05 -0.16 -0.31
C 2.977 1.573 -0.292 -0.04 -0.06 -0.07
C 3.115 0.902 -1.508 0.14 0.06 0.15
C 2.003 0.534 -2.233 -0.02 0.07 0.12
C 0.719 0.811 -1.772 -0.07 0.21 0.05
C 0.594 1.495 -0.573 -0.01 -0.05 -0.24
C 1.701 1.874 0.168 0.30 0.11 0.24
H 1.551 2.400 1.098 0.03 0.05 0.09
H -0.388 1.740 -0.195 -0.15 0.00 0.04
C -0.488 0.385 -2.557 0.04 -0.31 -0.13
H -0.432 0.822 -3.558 -0.06 0.05 -0.01
H -1.391 0.760 -2.079 -0.07 0.04 -0.04
C -0.622 -1.135 -2.731 -0.14 0.30 -0.06
N -1.001 -1.814 -1.501 -0.10 -0.50 -0.11
H -1.310 -2.754 -1.738 0.03 0.13 -0.02
C 0.090 -1.954 -0.551 0.07 -0.31 0.31
H 1.032 -2.239 -1.051 -0.04 0.08 0.08
H 0.256 -1.001 -0.044 0.09 -0.15 0.04
C -0.225 -3.026 0.492 0.06 0.75 0.31
O -0.402 -4.250 -0.190 -0.16 -0.25 -0.14
H -0.531 -4.958 0.449 0.01 0.02 -0.03
H 0.633 -3.090 1.180 -0.13 0.06 -0.10
C -1.479 -2.696 1.325 0.08 -0.47 -0.30
O -1.280 -1.571 2.151 0.19 0.15 0.07
C -1.790 -0.354 1.830 -0.15 0.44 0.18
C -2.481 -0.044 0.662 -0.01 -0.25 -0.02
C -2.998 1.232 0.517 -0.12 0.14 -0.02
C -2.835 2.217 1.472 -0.08 0.09 -0.22
C -2.115 1.904 2.615 0.03 -0.09 -0.03
C -1.604 0.637 2.798 0.09 -0.22 -0.06
H -1.056 0.381 3.691 0.06 -0.04 0.12
H -1.962 2.660 3.371 0.01 0.05 0.09
H -3.250 3.201 1.326 -0.03 0.06 -0.02
Br -3.979 1.639 -1.070 0.11 -0.05 0.18
H -2.578 -0.753 -0.145 0.00 -0.05 -0.02
H -2.341 -2.584 0.665 0.01 0.00 0.07
H -1.673 -3.532 2.011 -0.01 0.09 -0.14
H 0.318 -1.538 -3.143 -0.07 0.01 -0.02
H -1.419 -1.321 -3.456 0.10 -0.02 -0.02
H 2.134 0.024 -3.177 0.03 -0.07 -0.11
H 4.110 0.686 -1.862 0.13 -0.02 -0.05
H 3.582 3.554 1.454 0.00 -0.04 0.01
H 3.523 1.998 2.330 0.01 0.03 -0.03
```
Positions in Å, forces in eV/Å.

Values from the calculation:
SMILES ... COc1ccc(CCNC[C@H](O)COc2cccc(Br)c2)cc1
Orbital gap ... 8.79 eV
Net charge ... 0
E ... -3553.5687 a.u.
HOMO energy ... -8.142 eV
LUMO level ... 0.645 eV
Energy relative to the best compared isomer or geometry (same formula, charge and spin) ... 0.00 kJ/mol

=====

No. 5
Formula: C18H22Cl2N4O2PdSe
Source: OMol25
Level of theory: ωB97M-V/def2-TZVPD

The geometry in XYZ format:
```
50
Properties=species:S:1:pos:R:3:forces:R:3
Pd 0.214 -0.034 0.175 2.59 -2.39 -0.29
C 1.606 4.311 -0.048 0.09 -0.28 -0.10
C 0.617 3.186 -0.052 2.22 -1.03 0.01
O 1.035 2.012 -0.037 -1.28 1.10 0.40
C -0.758 3.582 -0.059 -2.41 -1.42 0.08
C -1.859 2.747 -0.045 -0.63 3.37 -0.13
C -3.243 3.307 -0.002 0.00 0.16 -0.03
N -1.743 1.414 -0.035 -0.75 -4.97 -0.04
N -2.817 0.690 -0.022 0.46 6.04 -0.12
C -2.713 -0.618 0.208 2.24 -4.04 0.58
O -1.592 -1.140 0.517 -2.33 1.60 -0.25
C -3.912 -1.429 0.118 0.17 0.26 -0.10
C -3.787 -2.826 0.102 0.05 -0.03 0.01
C -4.911 -3.615 -0.001 0.09 0.04 0.03
C -6.169 -3.022 -0.062 0.05 0.22 0.00
C -6.298 -1.636 -0.037 -0.17 -0.07 0.00
C -5.180 -0.835 0.047 0.11 0.05 -0.06
H 2.626 3.940 -0.066 -0.04 -0.03 0.02
H 1.455 4.917 0.845 -0.06 0.10 0.08
H 1.431 4.953 -0.910 -0.04 0.12 -0.07
H -0.939 4.646 -0.048 -0.11 0.06 0.00
H -3.236 4.389 0.021 0.00 0.11 0.00
H -3.751 2.928 0.885 -0.09 0.04 -0.01
H -3.800 2.965 -0.872 -0.10 0.02 -0.01
H -2.800 -3.266 0.154 -0.04 -0.03 0.01
H -4.816 -4.689 -0.031 -0.01 -0.09 0.01
H -7.051 -3.642 -0.126 -0.06 -0.02 -0.02
H -7.280 -1.186 -0.083 -0.03 0.01 0.00
H -5.263 0.242 0.073 -0.06 0.02 -0.02
Cl 2.592 -0.772 0.534 -0.25 -0.38 0.24
C 4.103 0.100 0.149 0.25 0.69 -0.45
Cl 3.775 1.447 -0.939 0.52 -0.28 0.02
H 4.764 -0.607 -0.352 -0.20 0.08 0.16
H 4.521 0.464 1.086 -0.12 -0.06 -0.14
C 1.578 -4.494 2.334 -0.14 0.40 0.84
N 1.759 -4.995 0.998 -0.01 -0.08 -0.86
C 2.453 -6.107 0.636 0.19 -0.27 -0.20
C 2.398 -6.199 -0.723 0.08 -0.13 0.26
N 1.670 -5.141 -1.174 0.19 -0.02 0.90
C 1.393 -4.833 -2.550 -0.23 0.31 -0.90
C 1.283 -4.403 -0.117 0.00 0.91 -0.09
Se 0.098 -2.928 -0.144 -0.40 0.41 0.26
H 1.866 -5.257 3.053 0.03 -0.04 -0.10
H 0.532 -4.227 2.496 0.14 -0.06 -0.07
H 2.195 -3.607 2.489 -0.05 -0.10 -0.01
H 2.934 -6.754 1.344 0.01 -0.03 0.12
H 2.822 -6.932 -1.379 0.03 -0.14 -0.14
H 1.646 -5.690 -3.167 0.00 -0.02 0.06
H 1.987 -3.976 -2.869 -0.03 -0.06 0.02
H 0.336 -4.596 -2.679 0.14 -0.07 0.04
```
Positions in Å, forces in eV/Å.

Values from the calculation:
Orbital gap (spin up / spin down) ... 5.37 / 5.42 eV
Net charge ... +2
E ... -4517.6124 a.u.
HOMO energy (spin up / spin down) ... -14.035 / -14.076 eV
LUMO level (spin up / spin down) ... -8.666 / -8.654 eV